Formula: CH8N4
Source: the Open Molecules 2025 dataset
Level of theory: ωB97M-V/def2-TZVPD

Results
E_LUMO   1.109 eV
Frontier orbital gap   9.0 eV

Geometry as ORCA input:
```
! RIJCOSX wB97M-V def2-TZVPD def2/J DEFGRID3
* xyz 0 1
N 0.6182 0.0251 1.5529
N -0.0190 -1.0588 1.4306
N 1.6878 0.2352 -0.3700
H 0.0001 0.7593 1.1081
H -0.8445 -0.8730 0.2416
H 0.4760 -1.8521 1.8501
H 2.2893 1.0462 -0.3017
H 2.2156 -0.5723 -0.6664
C -1.4491 -0.1838 -0.8369
N -1.5077 1.0328 -0.4657
H -2.2189 1.6083 -0.9301
H -2.1211 -0.5553 -1.6363
H 0.8733 0.3884 -0.9763
*
```

=====

Formula: CH8NO
Source: the Open Molecules 2025 dataset
Level of theory: ωB97M-V/def2-TZVPD

Results
E_LUMO   -3.675 eV
Frontier orbital gap   12.8 eV

Geometry as ORCA input:
```
! RIJCOSX wB97M-V def2-TZVPD def2/J DEFGRID3
* xyz 1 1
O 1.9925 -0.8484 -0.2345
H 2.5515 -1.2794 -0.8777
H -1.1803 -0.6747 1.0343
H 2.5614 -0.6056 0.4880
C -1.1441 1.0913 -0.1716
N -0.6406 -0.2802 0.2696
H -1.9830 1.2985 0.4794
H -1.3948 1.0003 -1.2180
H -0.3526 1.7930 0.0424
H -0.7017 -0.9848 -0.4660
H 0.2917 -0.5099 0.6543
*
```

=====

Formula: CH8NO
Source: the Open Molecules 2025 dataset
Level of theory: ωB97M-V/def2-TZVPD

Results
E_LUMO   -3.853 eV
Frontier orbital gap   12.0 eV

Geometry as ORCA input:
```
! RIJCOSX wB97M-V def2-TZVPD def2/J DEFGRID3
* xyz 1 1
N 0.5272 1.3922 -0.9129
H -0.1067 1.8311 -1.6498
H 0.6964 2.1699 -0.3322
H -0.0034 0.6090 -0.3520
H 1.4165 0.9374 -1.2844
C -0.2854 -1.3970 0.5471
O -0.4550 0.0060 0.9538
H 0.6933 -1.5520 0.0303
H -0.2648 -2.1693 1.4011
H -1.0777 -1.8415 -0.0668
H -1.1403 0.0143 1.6658
*
```

=====

Formula: CH8NO
Source: the Open Molecules 2025 dataset
Level of theory: ωB97M-V/def2-TZVPD

Results
E_LUMO   -3.827 eV
Frontier orbital gap   12.2 eV

Geometry as ORCA input:
```
! RIJCOSX wB97M-V def2-TZVPD def2/J DEFGRID3
* xyz 1 1
C 0.0000 0.0000 0.0000
N 0.2659 -1.3543 0.2701
H 0.6002 0.1959 -0.9044
H 0.3964 0.6151 0.8253
H -1.0419 0.3042 -0.1965
H -0.1215 -1.8947 -0.5296
H -0.1928 -1.6872 1.1420
H 1.2837 -1.5569 0.3386
O -0.8422 -2.8074 2.8626
H -1.5238 -2.8349 3.5717
H -0.6502 -3.7523 2.6663
*
```

=====

| no. | HOMO level (eV) | E (a.u.) |
| --- | --- | --- |
| 1 | -7.88 | -261.754788 |
| 2 | -16.52 | -172.631634 |
| 3 | -15.82 | -172.610024 |
| 4 | -16.01 | -172.633618 |